1.
{"formula": "C5H9N", "method": "wB97M-V/def2-TZVPD", "homo_lumo_gap_ev": 10.411, "total_charge": 0, "e_above_lowest_ev": 1.9714, "smiles": "C#C[C@@H](C)CN", "e_lumo_ev": 1.1, "symbols": ["N", "C", "C", "C", "C", "C", "H", "H", "H", "H", "H", "H", "H", "H", "H"], "positions_angstrom": [[1.904849, -0.888139, -0.176659], [-1.085528, -0.615909, -0.036922], [-0.116022, 0.470120, -0.318617], [-0.780087, 1.826228, -0.019113], [1.200710, 0.261671, 0.451529], [-1.847837, -1.540959, 0.098603], [2.203801, -0.749165, -1.148735], [0.158677, 0.382034, -1.395707], [-1.083810, 1.872084, 1.018356], [1.733371, 1.213655, 0.412639], [2.734594, -1.153773, 0.339193], [-0.083126, 2.652334, -0.209590], [-1.720935, 1.919995, -0.590189], [0.997066, 0.031852, 1.492581], [-2.500996, -2.358944, 0.265197]], "forces_ev_per_a": [[0.1, 0.3, 0.3], [0.0, -0.5, -0.4], [-0.4, -0.3, 0.0], [-0.1, -0.2, -0.4], [0.0, -0.6, -1.2], [0.6, 0.8, 0.1], [-0.4, 0.3, 0.6], [-0.3, 0.3, 0.5], [0.1, 0.0, 0.4], [0.3, 0.0, 0.0], [-0.1, 0.1, 0.1], [-0.3, -0.1, -0.1], [0.6, 0.2, 0.0], [0.0, -0.1, 0.1], [-0.1, -0.1, 0.0]]}

---

2.
{"formula": "C5H16N2O", "method": "wB97M-V/def2-TZVPD", "homo_lumo_gap_ev": 9.802, "total_charge": 0, "e_above_lowest_ev": 1.2628, "smiles": "C[C@H](N)CN(C)C.O", "e_lumo_ev": 0.9, "symbols": ["O", "N", "N", "C", "C", "C", "C", "C", "H", "H", "H", "H", "H", "H", "H", "H", "H", "H", "H", "H", "H", "H", "H", "H"], "positions_angstrom": [[0.356031, -3.665672, 0.405525], [0.600344, 0.403102, 0.874477], [0.636125, -0.259295, -1.818282], [1.387824, 1.608460, 0.945464], [0.341535, -0.076329, 2.262504], [-0.450271, 0.607991, -1.389009], [-1.745647, 0.218603, -2.066808], [-0.656978, 0.590689, 0.168384], [-2.096787, -0.687484, -1.540473], [1.451102, 2.048022, -0.048705], [1.381977, -0.221418, -1.137109], [0.917233, 2.352989, 1.602026], [-1.422831, -0.153429, 0.379782], [-0.538354, -0.697693, 2.343237], [-2.550648, 0.932932, -1.901770], [0.198069, 0.773977, 2.949016], [0.774313, -2.869967, 0.747869], [-0.092611, 1.591431, -1.626081], [2.363005, 1.352168, 1.307594], [0.483431, -1.231092, -1.866424], [-1.689552, -0.185835, -3.076787], [-1.100131, 1.551954, 0.462842], [0.132948, -3.500728, -0.512062], [1.319871, -0.483372, 2.534791]], "forces_ev_per_a": [[0.0, -0.2, 0.3], [-1.5, -1.0, 1.0], [1.0, 0.9, -0.1], [-0.7, 0.2, -0.5], [1.4, 1.2, -0.7], [0.3, -0.9, 0.7], [-0.6, -1.2, 0.8], [0.1, 0.8, -1.0], [0.0, 0.2, 0.1], [0.3, 0.0, 0.0], [0.2, 0.4, 0.1], [0.1, 0.1, 0.1], [0.4, -0.4, 0.4], [0.3, -0.6, -0.1], [0.1, 0.2, -0.4], [-0.2, 0.0, -0.1], [0.0, 0.1, -0.2], [-0.2, 0.7, -0.5], [0.7, 0.1, 0.2], [-1.1, -1.3, -0.2], [0.3, 0.9, -0.3], [-0.2, 0.2, 0.0], [0.1, 0.2, -0.1], [-0.5, -0.7, 0.6]]}

---

3.
{"formula": "C17H18BBaN7O3S", "method": "wB97M-V/def2-TZVPD", "homo_lumo_gap_ev": 8.258, "total_charge": 0, "e_lumo_ev": -0.4, "symbols": ["Ba", "S", "O", "O", "O", "N", "N", "N", "N", "N", "N", "N", "C", "C", "C", "C", "C", "C", "C", "C", "C", "C", "C", "C", "C", "C", "C", "C", "C", "B", "H", "H", "H", "H", "H", "H", "H", "H", "H", "H", "H", "H", "H", "H", "H", "H", "H", "H"], "positions_angstrom": [[0.786819, 0.559907, 0.572846], [-2.471481, 2.116489, 2.689381], [0.105242, 3.334232, 0.260828], [-1.931284, 1.244915, 3.712570], [-3.860804, 1.990180, 2.339913], [-0.252981, -1.667278, -2.393428], [-1.468729, 2.104839, 1.386004], [-0.136210, -0.365881, -1.934613], [1.801268, -1.457277, -0.189773], [-1.031447, -1.716165, 0.540703], [-0.920662, -2.844094, -0.257971], [1.503809, -2.618244, -0.918323], [-0.417919, 0.433312, -2.982474], [-0.693534, -0.349823, -4.121701], [-2.086591, 3.823639, 3.035553], [3.137587, -1.513448, 0.069181], [-1.989861, -1.986352, 1.445240], [-2.546135, 4.586817, 4.104151], [2.620741, -3.343989, -1.099248], [-0.792548, 3.253323, 1.145642], [-0.652230, 5.597184, 2.264111], [-1.764719, -3.804629, 0.165883], [-1.182827, 4.311701, 2.115012], [-0.582820, -1.674714, -3.697882], [2.856344, 1.956009, 0.456292], [-1.076271, 6.378133, 3.343208], [-2.476290, -3.301130, 1.258204], [3.685735, -2.677523, -0.488693], [-2.030766, 5.884663, 4.251622], [0.069008, -2.864942, -1.452277], [-0.934509, -0.008268, -5.110364], [-3.229329, -3.809175, 1.826220], [-0.706814, -2.615374, -4.217488], [2.577142, -4.277036, -1.645457], [-0.409205, 1.515012, -2.889882], [-3.278272, 4.163890, 4.788437], [2.487222, 1.878546, -0.589773], [2.715629, 0.982005, 1.123451], [3.635945, -0.724939, 0.622941], [-0.000762, -3.899984, -2.044082], [-2.309159, -1.261809, 2.187182], [2.419480, 2.836651, 0.948832], [3.936038, 2.103537, 0.381000], [-0.664909, 7.378174, 3.488138], [-1.793492, -4.760892, -0.336161], [-2.365647, 6.509350, 5.079318], [4.714247, -2.996891, -0.459793], [0.082787, 5.948110, 1.539532]], "forces_ev_per_a": [[-7.1, -0.6, 0.1], [0.8, 0.9, -0.7], [-0.7, 0.0, 1.0], [-0.2, 0.2, -0.3], [0.4, -0.1, 0.1], [0.2, 1.2, 0.3], [0.3, -0.5, -0.4], [-0.2, -0.2, -1.0], [1.9, -3.5, -1.3], [-0.5, -0.8, 0.0], [0.1, 0.9, 0.8], [1.1, 1.3, 1.1], [0.1, -1.4, 0.1], [0.0, -0.3, 0.2], [-0.5, 0.4, 1.0], [-1.1, -1.0, -0.9], [0.5, -0.9, -0.9], [0.3, 0.2, -0.3], [-0.2, 0.9, 0.5], [-0.2, -1.2, -0.3], [-0.2, -0.3, 0.0], [-0.2, 0.8, 0.6], [0.5, 0.8, 0.4], [0.1, 0.8, 0.3], [2.6, -0.3, 1.0], [-0.2, -0.2, 0.0], [0.5, 0.1, -0.5], [0.0, 0.0, 0.0], [0.1, -0.3, -0.3], [-0.5, 0.8, 0.4], [-0.1, 0.0, -0.1], [-0.1, -0.1, 0.1], [0.0, 0.2, 0.0], [0.1, 0.2, 0.1], [0.0, -0.2, 0.1], [0.2, 0.2, 0.0], [0.3, -0.1, 0.7], [2.4, 3.1, -1.4], [0.0, -0.2, -0.1], [0.1, -0.1, 0.0], [0.2, 0.0, -0.2], [-0.1, -0.4, -0.2], [-0.1, 0.1, 0.1], [-0.1, -0.3, -0.1], [-0.1, 0.1, 0.1], [0.1, -0.2, -0.2], [0.0, 0.0, 0.0], [-0.2, 0.0, 0.2]]}